This record from OMol25 describes a molecular structure, C6H6CoN2O3 in a non-equilibrium geometry. The level of theory is ωB97M-V/def2-TZVPD.

```
18
Properties=species:S:1:pos:R:3:forces:R:3
C 1.07581 -0.67693 2.84384 -0.3 -1.2 -0.1
H -1.07390 1.75008 2.62765 0.0 0.1 -0.2
C 0.00125 1.64313 -5.04333 0.0 1.3 -1.9
H -0.89106 0.57479 3.93236 0.2 -0.2 -0.9
C 0.00059 -0.00210 0.74389 0.0 0.1 -1.0
H 1.07995 -1.76101 2.62831 0.0 0.5 0.0
C -1.52565 -0.73186 -3.06707 -8.6 -4.1 -2.9
O -2.53120 -1.21793 -3.37676 5.0 2.4 1.5
Co -0.00004 -0.01640 -2.45512 0.0 3.6 3.8
O 0.00131 2.27205 -5.99070 0.0 -1.6 2.4
N -0.00146 -0.00223 2.04764 0.1 0.0 -0.7
H -2.03678 0.24986 2.62892 -0.1 0.0 -0.1
C -1.06629 0.68625 2.84318 -0.4 0.2 0.3
C 1.52464 -0.73430 -3.06654 8.5 -4.0 -2.8
O 2.52970 -1.22189 -3.37538 -4.9 2.4 1.4
H 2.03187 -0.25636 2.62335 0.6 0.3 -0.2
N 0.00064 0.00887 -0.45915 0.1 0.0 1.8
H 0.88064 -0.56403 3.91493 -0.2 0.2 -0.5
```
Positions in Å, forces in eV/Å.

* E_LUMO (spin up / spin down): -0.3511 / -0.4224 hartree
* energy relative to the best compared isomer or geometry (same formula, charge and spin): 0.0 kcal per mole
* highest occupied orbital energy (spin up / spin down): -17.631 / -17.485 eV
* M: 213.06 u
* gap between HOMO and LUMO (spin up / spin down): 8.077 / 5.991 eV
* total charge: +2
* E_tot: -1949.48926 hartree
* 2S+1: 4